Below is a 2-piece molecular cluster, C6H12 overall, with properties calculated with ωB97M-V/def2-TZVPD.

* charge: 0
* relative energy (zero: lowest compared OMol25 entry of this formula, charge and spin): 189.00 kJ/mol
* energy: -6414.982 eV

Bonds (Å) are listed after each position.
Element x y z (Å)
1 H 1.358 2.189 -1.262  C3 1.087
2 H 2.174 -0.246 -1.195  C11 1.097
3 C 0.294 2.196 -1.037  H1 1.087, H13 1.087, C15 1.327
4 H -1.216 1.980 0.429  C15 1.088
5 H 0.519 1.837 1.034  C15 1.087
6 H 1.284 -1.325 0.893  C7 1.091
7 C 0.610 -1.026 0.089  H6 1.091, C11 1.497, C16 1.330
8 H -0.540 -1.499 2.411  C9 1.095
9 C -1.312 -1.282 1.666  H8 1.095, H14 1.097, C16 1.499, H18 1.097
10 H 0.573 -0.330 -1.963  C11 1.095
11 C 1.243 -0.823 -1.252  H2 1.097, C7 1.497, H10 1.095, H12 1.094
12 H 1.497 -1.810 -1.652  C11 1.094
13 H -0.381 2.313 -1.881  C3 1.087
14 H -1.939 -2.176 1.559  C9 1.097
15 C -0.153 2.011 0.198  C3 1.327, H4 1.088, H5 1.087
16 C -0.691 -0.931 0.348  C7 1.330, C9 1.499, H17 1.092
17 H -1.365 -0.596 -0.443  C16 1.092
18 H -1.954 -0.483 2.056  C9 1.097

Charges in e, computed with Mulliken, in the same order as the atoms:
1. H 0.2666
2. H 0.2806
3. C -0.5645
4. H 0.2375
5. H 0.2618
6. H 0.2598
7. C -0.0253
8. H 0.3076
9. C -1.1538
10. H 0.2824
11. C -1.2233
12. H 0.3636
13. H 0.2643
14. H 0.3160
15. C -0.4843
16. C -0.0161
17. H 0.3495
18. H 0.2777